1.
Below is a structure of composition C23H30IO5Pb, with properties calculated with ωB97M-V with the def2-TZVPD basis set.

Results
* total charge: -1
* F_max: 3.21 eV Å⁻¹
* LUMO level: 1.980 eV
* HOMO-LUMO gap: 6.1 eV
* DFT total energy: -1761.1549 Eh

Geometry (Å):
C (-0.132, 2.402, -2.405)
C (-0.135, 1.973, -0.860)
C (0.605, 1.217, -3.122)
C (1.691, 0.783, -2.079)
H (0.998, 1.632, -4.083)
H (-0.139, 0.384, -3.285)
C (1.285, 1.391, -0.694)
H (-0.913, 1.165, -0.733)
H (-0.363, 2.864, -0.214)
C (1.439, 0.240, 0.308)
H (1.976, 2.254, -0.450)
H (2.664, 1.258, -2.427)
C (1.865, -0.741, -1.777)
C (-1.522, 2.507, -2.984)
C (0.671, 3.666, -2.575)
O (1.326, 3.890, -3.584)
O (-2.549, 2.023, -2.475)
O (-1.570, 3.220, -4.097)
O (0.427, 4.565, -1.589)
C (-0.628, 5.655, -1.674)
H (-1.227, 5.450, -0.759)
H (-1.253, 5.579, -2.563)
H (-0.146, 6.635, -1.601)
C (-2.895, 3.423, -4.662)
H (-3.451, 2.492, -4.769)
H (-2.686, 3.898, -5.625)
H (-3.400, 4.116, -3.986)
O (2.107, -0.831, -0.328)
H (0.465, -0.197, 0.597)
H (1.989, 0.567, 1.225)
C (3.039, -1.308, -2.567)
C (0.586, -1.563, -2.031)
H (0.414, -1.660, -3.095)
H (-0.270, -1.117, -1.509)
H (0.726, -2.559, -1.574)
H (3.101, -2.370, -2.356)
H (3.973, -0.813, -2.278)
H (2.866, -1.163, -3.636)
Pb (0.091, -2.807, 2.640)
C (1.461, -3.123, 5.127)
C (2.107, -2.228, 4.178)
C (1.294, -0.995, 4.138)
H (2.946, -2.475, 3.479)
C (0.230, -1.158, 5.103)
C (0.333, -2.447, 5.681)
H (-0.317, -2.854, 6.452)
H (1.787, -4.158, 5.334)
H (1.464, -0.141, 3.454)
H (-0.540, -0.412, 5.296)
C (-2.035, -4.447, 2.508)
C (-2.163, -4.265, 3.937)
C (-2.540, -2.924, 4.195)
H (-1.982, -5.061, 4.674)
C (-2.667, -2.227, 2.964)
C (-2.349, -3.154, 1.875)
H (-2.263, -2.908, 0.784)
H (-1.724, -5.376, 1.974)
H (-2.717, -2.497, 5.170)
H (-2.843, -1.148, 2.818)
I (1.492, -4.120, 0.535)

2.
Below is the molecule C15H21NO5, with properties calculated with ωB97M-V with the def2-TZVPD basis set.

Results
* SMILES string: COC(=O)c1ccc(OC[C@H](O)CN2CCOCC2)cc1
* F_max: 0.78 eV Å⁻¹
* LUMO level: 0.668 eV
* energy relative to the best compared isomer or geometry (same formula, charge and spin): 30.0 kcal per mole
* HOMO-LUMO gap: 9.5 eV
* DFT total energy: -1015.1154 Eh

Geometry (Å):
C (-2.337, -2.808, -5.925)
O (-1.499, -2.054, -5.065)
C (-2.122, -1.140, -4.299)
O (-3.316, -0.963, -4.334)
C (-1.189, -0.395, -3.430)
C (-1.706, 0.576, -2.578)
C (-0.883, 1.301, -1.740)
C (0.490, 1.064, -1.746)
O (1.411, 1.720, -0.992)
C (0.997, 2.662, -0.031)
C (0.421, 2.007, 1.243)
O (-0.087, 3.003, 2.098)
C (1.483, 1.111, 1.895)
N (0.887, 0.040, 2.664)
C (0.256, 0.503, 3.889)
C (-0.444, -0.675, 4.564)
O (0.462, -1.714, 4.855)
C (1.095, -2.154, 3.678)
C (1.837, -1.014, 2.980)
C (1.012, 0.090, -2.605)
C (0.186, -0.631, -3.435)
H (-3.078, -3.363, -5.344)
H (-2.862, -2.148, -6.619)
H (-1.686, -3.491, -6.464)
H (-2.771, 0.752, -2.583)
H (-1.319, 2.045, -1.093)
H (0.267, 3.367, -0.444)
H (1.906, 3.216, 0.226)
H (-0.439, 1.382, 0.983)
H (0.647, 3.532, 2.435)
H (2.163, 1.738, 2.506)
H (2.070, 0.656, 1.093)
H (-0.476, 1.273, 3.645)
H (1.004, 0.927, 4.585)
H (-0.878, -0.371, 5.518)
H (-1.238, -1.048, 3.901)
H (1.790, -2.941, 3.977)
H (0.348, -2.568, 2.984)
H (2.281, -1.382, 2.053)
H (2.643, -0.649, 3.642)
H (2.078, -0.075, -2.597)
H (0.595, -1.381, -4.093)

3.
Below is a cluster of 2 separate species, C19H37FNO9P in total, with properties calculated with ωB97M-V with the def2-TZVPD basis set.

Results
* total charge: -2
* F_max: 8.81 eV Å⁻¹
* LUMO level: 3.093 eV
* HOMO-LUMO gap: 1.1 eV
* DFT total energy: -1918.9007 Eh

Geometry (Å):
C (-1.705, 6.657, 8.074)
C (-2.696, 5.322, 8.075)
O (-3.813, 5.371, 8.848)
O (-2.376, 4.103, 7.315)
C (-2.698, 4.258, 5.877)
C (-1.682, 3.399, 4.902)
C (-2.272, 1.916, 4.478)
C (-1.508, 1.466, 3.076)
C (-0.559, 0.140, 3.283)
C (-0.623, -0.776, 1.887)
C (0.480, -2.007, 2.100)
C (1.196, -2.498, 0.709)
O (0.249, -2.926, -0.335)
P (1.075, -3.096, -1.892)
O (1.613, -1.650, -2.274)
O (0.079, -3.844, -3.110)
C (-0.594, -2.849, -3.967)
C (0.061, -2.770, -5.491)
C (0.210, -1.210, -6.047)
C (1.728, -0.626, -5.843)
C (1.924, 0.957, -6.220)
N (0.716, 1.626, -6.837)
O (2.520, -4.118, -1.745)
C (3.073, -4.341, -3.102)
C (4.702, -4.075, -3.038)
C (5.342, -4.109, -4.549)
F (5.048, -2.792, -2.350)
H (-1.518, 6.970, 6.955)
H (-0.666, 6.398, 8.552)
H (-2.232, 7.541, 8.634)
H (-2.608, 5.415, 5.621)
H (-3.839, 3.966, 5.711)
H (-0.617, 3.226, 5.354)
H (-1.559, 4.018, 3.897)
H (-3.450, 1.964, 4.337)
H (-2.073, 1.100, 5.311)
H (-0.793, 2.340, 2.718)
H (-2.291, 1.242, 2.205)
H (-0.963, -0.517, 4.173)
H (0.551, 0.428, 3.568)
H (-0.336, -0.096, 0.950)
H (-1.708, -1.211, 1.832)
H (1.220, -1.626, 2.926)
H (-0.124, -2.903, 2.563)
H (1.877, -3.440, 0.975)
H (1.970, -1.668, 0.338)
H (-1.705, -3.251, -4.132)
H (-0.707, -1.788, -3.485)
H (-0.672, -3.326, -6.247)
H (1.086, -3.376, -5.563)
H (0.039, -1.290, -7.225)
H (-0.592, -0.487, -5.594)
H (1.992, -0.745, -4.701)
H (2.495, -1.267, -6.458)
H (2.231, 1.523, -5.226)
H (2.837, 1.028, -6.953)
H (0.004, 1.921, -6.133)
H (0.306, 1.085, -7.630)
H (2.593, -3.657, -3.931)
H (2.881, -5.473, -3.392)
H (5.163, -4.994, -2.444)
H (5.069, -3.161, -5.184)
H (4.938, -5.066, -5.122)
H (6.511, -4.239, -4.458)
C (-6.176, 3.015, 3.850)
O (-5.598, 4.068, 3.626)
O (-7.403, 2.867, 3.871)
O (-5.623, 1.936, 4.090)

4.
Below is the molecule CH2N2O2S2, with properties calculated with ωB97M-V with the def2-TZVPD basis set.

Results
* SMILES string: N#CO[S@@](N)(=O)=S
* F_max: 3.90 eV Å⁻¹
* LUMO level: 0.058 eV
* energy relative to the best compared isomer or geometry (same formula, charge and spin): 37.9 kcal per mole
* HOMO-LUMO gap: 10.5 eV
* DFT total energy: -1095.5894 Eh

Geometry (Å):
N (-3.033, 2.474, -0.308)
C (-2.832, 1.444, 0.189)
O (-2.498, 0.491, 0.945)
S (-1.505, -0.759, 0.444)
N (-0.135, 0.128, 0.111)
O (-1.385, -1.487, 1.647)
S (-2.172, -1.664, -1.129)
H (0.260, 0.666, 0.811)
H (0.197, 0.261, -0.882)

5.
Below is a structure of composition C19H18BiBrN4O4, with properties calculated with ωB97M-V with the def2-TZVPD basis set.

Results
* total charge: +1
* 2S+1: 2
* F_max: 1.01 eV Å⁻¹
* LUMO level (alpha / beta): -3.006 / -3.411 eV
* HOMO-LUMO gap (alpha / beta): 5.9 / 8.2 eV
* DFT total energy: -4043.2121 Eh

Geometry (Å):
Bi (-0.552, 0.681, 0.026)
C (-0.075, -0.856, 4.761)
C (0.083, -1.109, 3.287)
O (0.507, -0.248, 2.520)
N (-0.226, -2.355, 2.856)
C (0.000, -2.776, 1.487)
C (-1.263, -2.927, 0.673)
C (-2.085, -4.036, 0.825)
C (-3.222, -4.147, 0.044)
C (-3.497, -3.149, -0.878)
C (-2.625, -2.079, -0.962)
N (-1.533, -1.962, -0.205)
H (-0.260, 0.202, 4.920)
H (0.855, -1.122, 5.267)
H (-0.882, -1.441, 5.200)
H (-0.587, -3.017, 3.522)
H (0.548, -3.720, 1.484)
H (0.645, -2.028, 1.029)
H (-1.826, -4.811, 1.535)
H (-3.879, -5.001, 0.147)
H (-4.367, -3.192, -1.517)
H (-2.813, -1.268, -1.658)
Br (1.079, -1.792, -2.035)
C (0.071, -0.490, -2.940)
C (0.035, -0.510, -4.318)
C (-0.642, 0.499, -4.980)
C (-1.232, 1.507, -4.239)
C (-1.157, 1.456, -2.864)
N (-0.548, 0.446, -2.219)
C (-1.735, 2.579, -2.019)
O (-2.270, 3.510, -2.558)
O (-1.557, 2.418, -0.735)
H (0.544, -1.297, -4.853)
H (-0.684, 0.505, -6.061)
H (-1.747, 2.346, -4.684)
O (1.962, 1.348, -0.566)
N (2.530, 2.302, 0.130)
C (2.791, 3.490, -0.449)
C (3.369, 4.506, 0.278)
C (3.676, 4.306, 1.616)
C (3.386, 3.081, 2.190)
C (2.811, 2.084, 1.428)
H (2.517, 3.549, -1.490)
H (3.573, 5.445, -0.215)
H (4.130, 5.094, 2.200)
H (3.602, 2.878, 3.229)
H (2.552, 1.099, 1.790)

6.
Below is the molecule C5H7NO3, with properties calculated with ωB97M-V with the def2-TZVPD basis set.

Results
* SMILES string: O=C(O)[C@@]12NCC[C@@H]1O2
* F_max: 4.57 eV Å⁻¹
* LUMO level: 0.650 eV
* energy relative to the best compared isomer or geometry (same formula, charge and spin): 70.6 kcal per mole
* HOMO-LUMO gap: 10.6 eV
* DFT total energy: -475.1365 Eh

Geometry (Å):
O (-3.981, 0.493, 0.300)
C (-2.983, -0.108, 0.069)
O (-2.961, -1.223, -0.613)
C (-1.513, 0.330, 0.397)
N (-0.655, -0.787, 0.790)
C (0.768, -0.409, 0.464)
C (0.803, 0.806, -0.500)
C (-0.673, 1.310, -0.528)
O (-1.055, 1.593, 0.849)
H (-2.037, -1.599, -0.540)
H (-0.706, -0.978, 1.843)
H (1.141, -1.453, 0.072)
H (1.415, -0.163, 1.342)
H (1.623, 1.564, -0.132)
H (1.230, 0.427, -1.473)
H (-0.973, 1.891, -1.351)

7.
Below is a cluster of 2 separate species, C5H10ClN in total, with properties calculated with ωB97M-V with the def2-TZVPD basis set.

Results
* SMILES string: CC1=NCCC1.Cl
* F_max: 4.05 eV Å⁻¹
* LUMO level: 0.632 eV
* energy relative to the best compared isomer or geometry (same formula, charge and spin): 26.7 kcal per mole
* HOMO-LUMO gap: 9.9 eV
* DFT total energy: -711.4129 Eh

Geometry (Å):
C (-0.534, -0.839, 1.827)
C (0.332, -0.452, 0.660)
N (1.554, -0.397, 0.703)
C (2.195, -0.015, -0.500)
C (1.046, 0.231, -1.528)
C (-0.193, -0.106, -0.784)
H (-0.258, -0.411, 2.768)
H (-0.618, -1.861, 1.804)
H (-1.463, -0.309, 1.577)
H (2.923, -0.844, -0.922)
H (2.726, 0.909, -0.155)
H (1.338, -0.443, -2.466)
H (0.974, 1.250, -2.048)
H (-0.915, 0.728, -0.699)
H (-0.747, -1.059, -1.172)
Cl (-4.263, 2.199, 0.993)
H (-4.097, 1.421, -0.056)

8.
Below is the molecule HN3P2, with properties calculated with ωB97M-V with the def2-TZVPD basis set.

Results
* F_max: 2.75 eV Å⁻¹
* LUMO level: -0.245 eV
* energy relative to the best compared isomer or geometry (same formula, charge and spin): 35.1 kcal per mole
* HOMO-LUMO gap: 8.7 eV
* DFT total energy: -847.4698 Eh

Geometry (Å):
N (-0.380, -0.016, -1.526)
N (-0.924, 0.381, -0.589)
N (1.218, -1.068, -0.818)
P (1.227, -0.967, 0.683)
P (-0.822, 0.186, 1.045)
H (-0.319, 1.485, 1.206)

9.
Below is a cluster of 2 separate species, C6H12N2O2 in total, with properties calculated with ωB97M-V with the def2-TZVPD basis set.

Results
* SMILES string: [O-]/[NH+]=N\O.C1=CCCCC1
* F_max: 3.47 eV Å⁻¹
* LUMO level: 0.679 eV
* energy relative to the best compared isomer or geometry (same formula, charge and spin): 151.7 kcal per mole
* HOMO-LUMO gap: 9.5 eV
* DFT total energy: -495.5957 Eh

Geometry (Å):
O (-3.741, -0.732, -0.471)
N (-2.756, -0.603, 0.276)
N (-1.993, 0.317, 0.719)
O (-2.415, 1.622, 0.379)
H (-2.211, -1.473, 0.455)
H (-1.913, 2.230, 0.984)
C (0.202, 0.969, -0.988)
C (-0.336, -0.256, -1.021)
C (0.275, -1.422, -0.236)
C (1.665, -1.119, 0.198)
C (1.756, 0.232, 0.903)
C (1.372, 1.352, -0.124)
H (0.010, 1.641, -1.796)
H (-1.110, -0.594, -1.821)
H (0.164, -2.284, -0.851)
H (-0.331, -1.595, 0.682)
H (2.279, -0.997, -0.641)
H (2.075, -1.882, 0.716)
H (2.811, 0.282, 1.423)
H (0.820, 0.424, 1.583)
H (1.136, 2.231, 0.415)
H (2.241, 1.657, -0.787)

10.
Below is a structure of composition C34H44BaBr4NO6P, with properties calculated with ωB97M-V with the def2-TZVPD basis set.

Results
* total charge: -2
* F_max: 1.54 eV Å⁻¹
* LUMO level: 3.578 eV
* energy relative to the best compared isomer or geometry (same formula, charge and spin): 0.0 kcal per mole
* HOMO-LUMO gap: 5.3 eV
* DFT total energy: -12491.1692 Eh

Geometry (Å):
Ba (1.017, -0.920, 0.113)
C (-0.941, -3.207, 2.498)
O (0.155, -2.334, 2.662)
C (1.270, -3.019, 3.213)
C (2.358, -1.990, 3.480)
O (2.825, -1.336, 2.316)
C (3.877, -2.035, 1.658)
H (-1.280, -3.556, 3.512)
H (-0.700, -4.073, 1.876)
H (-1.739, -2.621, 2.056)
H (1.570, -3.779, 2.480)
H (0.975, -3.494, 4.175)
H (3.194, -2.480, 4.018)
H (1.939, -1.197, 4.124)
H (4.730, -2.134, 2.362)
H (4.147, -1.469, 0.760)
H (3.561, -3.029, 1.345)
C (2.866, 2.490, 1.011)
C (1.882, 2.809, 2.159)
C (1.773, 4.332, 2.345)
P (0.319, 1.869, 1.781)
C (-0.385, 1.457, 3.465)
C (-0.582, 2.515, 4.528)
C (-1.743, 0.768, 3.218)
C (-0.787, 2.902, 0.790)
C (-1.278, 4.109, 1.275)
C (-2.120, 4.941, 0.564)
C (-2.679, 6.247, 1.065)
C (-2.488, 4.460, -0.715)
C (-2.027, 3.287, -1.241)
C (-1.174, 2.396, -0.524)
N (-0.746, 1.225, -0.994)
C (-1.322, 0.763, -2.222)
C (-0.592, 0.820, -3.422)
C (0.742, 1.519, -3.472)
C (-1.108, 0.216, -4.583)
C (-2.331, -0.417, -4.596)
C (-2.826, -1.165, -5.812)
C (-3.049, -0.450, -3.409)
C (-2.564, 0.088, -2.241)
C (-3.291, -0.115, -0.950)
H (3.827, 2.949, 1.138)
H (2.412, 2.724, 0.048)
H (3.015, 1.430, 0.981)
H (2.251, 2.341, 3.098)
H (1.434, 4.773, 1.405)
H (2.751, 4.730, 2.570)
H (1.079, 4.640, 3.109)
H (0.328, 0.728, 3.848)
H (-1.256, 3.276, 4.124)
H (0.339, 3.016, 4.821)
H (-1.031, 2.086, 5.432)
H (-2.426, 1.535, 2.874)
H (-2.112, 0.285, 4.129)
H (-1.663, 0.028, 2.412)
H (-0.992, 4.400, 2.292)
H (-2.434, 6.467, 2.123)
H (-3.772, 6.200, 1.018)
H (-2.360, 7.035, 0.396)
H (-3.179, 5.065, -1.292)
H (-2.343, 2.983, -2.260)
H (1.394, 1.093, -2.721)
H (0.627, 2.596, -3.240)
H (1.227, 1.398, -4.433)
H (-0.502, 0.194, -5.500)
H (-2.331, -0.830, -6.719)
H (-3.902, -1.022, -5.908)
H (-2.638, -2.225, -5.673)
H (-4.005, -0.977, -3.341)
H (-4.338, -0.392, -1.100)
H (-3.309, 0.798, -0.368)
H (-2.777, -0.896, -0.385)
Br (0.838, -8.024, -2.477)
C (0.236, -6.308, -1.843)
C (-1.073, -5.878, -2.100)
Br (-2.388, -6.988, -3.022)
C (-1.457, -4.608, -1.567)
Br (-3.228, -3.829, -1.773)
C (-0.590, -3.758, -0.838)
O (-0.916, -2.583, -0.383)
C (0.761, -4.241, -0.587)
O (1.621, -3.519, 0.110)
C (1.125, -5.478, -1.126)
Br (2.866, -5.955, -0.717)
C (3.723, -2.074, -2.681)
O (4.919, -1.289, -2.735)
C (4.836, 0.173, -2.153)
O (3.768, 0.389, -1.656)
H (3.905, -3.033, -3.172)
H (2.884, -1.545, -3.185)
H (3.407, -2.273, -1.636)

11.
Below is a cluster of 2 separate species, C10H17BF4N2O4 in total, with properties calculated with ωB97M-V with the def2-TZVPD basis set.

Results
* F_max: 1.12 eV Å⁻¹
* LUMO level: -0.474 eV
* HOMO-LUMO gap: 7.0 eV
* DFT total energy: -1226.0863 Eh

Geometry (Å):
C (-3.190, 3.383, -1.469)
O (-2.226, 4.236, -0.837)
B (-1.635, 3.752, 0.304)
O (-1.827, 4.431, 1.468)
C (-0.775, 2.453, 0.192)
N (-0.251, 2.014, -1.028)
C (0.413, 0.882, -0.859)
N (0.353, 0.567, 0.427)
C (-0.364, 1.516, 1.106)
C (-0.601, 1.445, 2.582)
C (-2.046, 1.154, 2.928)
F (0.183, 0.387, 3.045)
H (-3.587, 3.924, -2.318)
H (-2.756, 2.457, -1.847)
H (-4.001, 3.130, -0.792)
H (-1.035, 4.545, 2.001)
H (-0.384, 2.536, -1.877)
H (0.909, 0.312, -1.640)
H (0.791, -0.272, 0.793)
H (-0.233, 2.330, 3.094)
H (-2.675, 1.909, 2.470)
H (-2.148, 1.178, 4.008)
H (-2.308, 0.159, 2.582)
C (0.896, -4.435, -0.168)
C (1.124, -2.982, 0.222)
O (2.419, -2.481, -0.013)
C (2.760, -2.033, -1.370)
O (1.880, -1.214, -1.886)
C (3.073, -3.219, -2.317)
F (3.722, -4.230, -1.689)
F (3.896, -2.800, -3.299)
F (2.003, -3.762, -2.923)
H (1.756, -5.043, 0.109)
H (0.009, -4.822, 0.341)
H (0.728, -4.547, -1.236)
H (0.995, -2.907, 1.309)
H (0.361, -2.334, -0.233)
H (3.772, -1.618, -1.179)